No. 1
155
Properties=species:S:1:pos:R:3:mulliken_charge:R:1 method="wB97M-V/def2-TZVPD" relative_energy_kcal_mol=0.00 largest_force_ev_per_a=5.65 homo_lumo_gap_ev=8.4 homo_ev=-8.17
C 5.116 -0.422 2.172 -0.47
O 4.449 -1.118 1.090 -0.40
C 3.283 -1.822 1.590 -0.66
C 1.945 -1.311 0.826 0.35
C 1.610 0.233 1.140 0.24
C 0.007 0.417 1.077 0.21
C -0.543 1.529 2.125 0.82
C -0.211 1.210 3.699 -0.73
N -1.070 0.076 4.171 -0.67
O -2.030 1.415 2.159 -0.34
S -2.602 2.952 2.611 1.03
O -3.425 2.985 3.864 -0.48
O -3.484 3.561 1.537 -0.65
O -1.144 3.844 2.600 -0.45
C -0.391 3.061 1.630 -0.25
C 0.989 3.573 1.041 -0.21
C 2.146 3.847 2.099 0.16
C 1.973 4.471 3.503 -0.15
C 3.251 4.703 4.374 -0.46
C 4.688 4.352 3.880 -0.56
C 4.873 3.703 2.485 -0.47
C 3.603 3.474 1.634 -0.47
H 4.397 0.382 2.563 0.19
H 5.453 -1.118 3.019 0.28
H 6.028 0.128 1.741 0.17
H 3.372 -2.943 1.310 0.25
H 3.138 -1.739 2.727 0.40
H 1.093 -1.966 1.220 -0.34
H 2.130 -1.427 -0.299 0.26
H 2.099 0.844 0.289 0.08
H 2.077 0.604 2.115 -0.28
H -0.273 0.785 0.014 -0.28
H -0.575 -0.566 1.214 0.17
H -0.413 2.120 4.368 0.43
H 0.879 0.905 3.830 0.31
H -1.969 0.414 4.532 0.32
H -1.179 -0.649 3.453 0.22
H -1.102 3.068 0.711 0.25
H 1.332 2.820 0.249 0.16
H 0.788 4.569 0.498 0.50
H 0.946 4.773 3.889 0.33
H 3.135 5.179 5.409 0.40
H 5.590 4.568 4.537 0.35
H 5.878 3.426 2.031 0.36
H 3.739 3.000 0.592 0.21
C -5.663 3.918 5.986 -0.91
C -6.158 4.136 7.391 0.77
O -5.724 5.039 8.082 -0.56
C -7.212 3.192 7.908 -1.07
H -4.908 4.670 5.748 0.24
H -5.210 2.928 5.900 0.26
H -6.491 4.018 5.280 0.35
H -6.828 2.170 7.908 0.30
H -8.108 3.259 7.288 0.31
H -7.473 3.467 8.932 0.30
C 1.939 3.474 8.112 -1.03
C 3.399 3.213 7.854 0.87
O 4.017 3.846 7.018 -0.51
C 4.065 2.137 8.670 -1.17
H 1.592 4.273 7.453 0.23
H 1.357 2.573 7.905 0.30
H 1.794 3.788 9.148 0.36
H 3.578 1.177 8.488 0.33
H 4.015 2.391 9.731 0.34
H 5.114 2.058 8.378 0.30
C -0.827 -3.597 -1.607 -1.02
C -1.325 -3.354 -0.209 0.67
O -0.885 -2.441 0.472 -0.43
C -2.387 -4.281 0.320 -1.29
H -0.065 -2.855 -1.853 0.23
H -0.382 -4.591 -1.675 0.35
H -1.649 -3.502 -2.315 0.37
H -2.011 -5.306 0.337 0.35
H -3.281 -4.216 -0.305 0.36
H -2.650 -3.987 1.339 0.30
C -1.917 2.347 -2.644 -1.01
C -0.685 3.212 -2.672 0.95
O 0.330 2.886 -2.082 -0.56
C -0.759 4.495 -3.453 -0.99
H -1.721 1.456 -2.043 0.13
H -2.747 2.896 -2.194 0.23
H -2.176 2.035 -3.658 0.46
H -1.537 5.138 -3.037 0.11
H -0.965 4.280 -4.504 0.38
H 0.199 5.016 -3.385 0.31
C -2.163 9.494 -1.160 -1.39
C -2.327 8.008 -1.343 0.97
O -2.213 7.490 -2.439 -0.51
C -2.635 7.189 -0.118 -0.99
H -1.944 9.955 -2.126 0.34
H -3.088 9.924 -0.769 0.32
H -1.334 9.696 -0.480 0.39
H -3.581 7.517 0.320 0.35
H -1.827 7.289 0.610 0.42
H -2.726 6.137 -0.398 0.14
C 2.292 -5.987 4.311 -1.22
C 1.898 -4.553 4.073 0.79
O 2.736 -3.690 3.889 -0.50
C 0.428 -4.228 4.072 -0.73
H 3.380 -6.073 4.284 0.32
H 1.939 -6.312 5.292 0.35
H 1.871 -6.623 3.528 0.33
H -0.008 -4.474 5.043 0.41
H -0.076 -4.785 3.279 0.25
H 0.293 -3.160 3.889 0.01
C -2.233 -4.453 -6.253 -0.75
C -1.003 -4.433 -5.387 0.75
O -1.084 -4.433 -4.169 -0.51
C 0.330 -4.414 -6.081 -0.99
H -3.123 -4.465 -5.618 0.31
H -2.262 -3.558 -6.878 0.31
H -2.234 -5.350 -6.876 0.03
H 0.415 -3.516 -6.699 0.42
H 0.441 -5.306 -6.695 0.24
H 1.128 -4.401 -5.335 0.24
C 1.573 -9.348 -5.441 -1.12
C 1.510 -8.247 -6.465 0.75
O 1.176 -7.117 -6.159 -0.50
C 1.878 -8.596 -7.883 -1.08
H 1.283 -8.952 -4.465 0.28
H 0.882 -10.149 -5.713 0.33
H 2.592 -9.735 -5.372 0.34
H 1.200 -9.364 -8.264 0.32
H 2.910 -8.949 -7.923 0.35
H 1.787 -7.707 -8.510 0.26
C 7.082 -2.698 0.426 -0.75
C 8.303 -2.642 1.305 0.83
O 8.210 -2.645 2.518 -0.56
C 9.646 -2.581 0.624 -1.14
H 6.188 -2.738 1.050 -0.04
H 7.032 -1.803 -0.199 0.28
H 7.114 -3.594 -0.198 0.47
H 9.710 -1.681 0.008 0.31
H 9.791 -3.472 0.009 0.31
H 10.434 -2.544 1.379 0.32
C -2.069 -7.037 -10.945 -1.14
C -2.571 -6.794 -9.547 0.82
O -2.134 -5.883 -8.867 -0.52
C -3.635 -7.721 -9.021 -1.08
H -1.307 -6.295 -11.190 0.29
H -1.624 -8.032 -11.012 0.33
H -2.892 -6.942 -11.657 0.35
H -3.259 -8.747 -9.003 0.32
H -4.527 -7.657 -9.647 0.34
H -3.900 -7.428 -8.003 0.25
C -5.258 7.068 -2.920 -0.76
C -6.210 6.782 -4.050 0.67
O -6.049 7.271 -5.152 -0.56
C -7.372 5.867 -3.763 -1.11
H -4.472 7.740 -3.270 0.25
H -5.791 7.551 -2.097 0.34
H -4.796 6.139 -2.578 0.20
H -7.998 6.296 -2.978 0.32
H -7.004 4.884 -3.459 0.31
H -7.973 5.751 -4.667 0.31

No. 2
9
Properties=species:S:1:pos:R:3:mulliken_charge:R:1 method="wB97M-V/def2-TZVPD" relative_energy_kcal_mol=113.35 largest_force_ev_per_a=5.00 homo_lumo_gap_ev=8.5 homo_ev=-10.08
C 0.356 1.254 0.545 0.34
N -0.826 1.501 0.646 -0.27
N -1.261 -0.323 -0.657 -0.56
O 1.113 0.305 0.218 -0.23
Si 0.225 -0.968 -0.468 0.29
H 0.872 1.975 1.104 0.33
H -2.036 -0.684 -0.101 0.29
H 0.650 -1.856 0.570 -0.11
H 0.908 -1.203 -1.856 -0.08

No. 3
81
Properties=species:S:1:pos:R:3:mulliken_charge:R:1 method="wB97M-V/def2-TZVPD" largest_force_ev_per_a=7.75 homo_lumo_gap_ev=6.7 total_charge=+1 homo_ev=-10.63
C 5.654 -1.609 -0.653 -0.77
C 5.665 0.042 -0.488 -0.55
N 4.484 0.611 -1.241 0.29
C 4.882 1.654 -2.262 -0.70
C 3.872 1.671 -3.596 -0.57
C 3.371 1.073 -0.326 -0.32
S 2.676 -0.139 0.696 -0.09
S 2.695 2.813 -0.171 -0.09
C 0.813 2.789 0.106 -0.33
C 0.159 2.603 -1.421 0.16
C -1.392 2.080 -1.409 -0.46
C -1.551 0.415 -1.423 0.26
O -0.219 -0.078 -0.933 -0.30
O -2.517 -0.050 -0.433 -0.27
C -3.915 0.172 -0.781 0.46
C -4.483 1.605 -0.129 -1.65
N -4.694 -0.900 0.019 -0.61
C -4.344 -0.065 -2.334 0.71
F -5.001 -1.414 -2.436 -0.32
P -5.802 1.179 -2.698 0.31
O -6.643 0.746 -4.004 -0.64
N -3.292 0.195 -3.379 -0.16
S -3.726 -0.458 -4.982 0.03
C -1.866 -0.108 -2.980 -0.54
O -1.041 0.833 -3.818 -0.58
C -1.305 -1.588 -3.329 -0.44
C -2.241 -2.868 -2.950 -0.77
C -2.437 -3.132 -1.326 -0.04
S -2.008 -4.963 -0.988 -0.21
H 4.816 -2.138 -0.021 0.18
H 5.517 -1.879 -1.806 0.22
H 6.701 -2.043 -0.319 0.33
H 5.571 0.289 0.666 0.26
H 6.710 0.429 -0.853 0.42
H 5.066 2.729 -1.824 0.35
H 5.937 1.304 -2.697 0.40
H 4.071 0.719 -4.273 0.26
H 2.742 1.799 -3.308 -0.05
H 4.238 2.597 -4.251 0.32
H 0.478 3.782 0.628 0.41
H 0.546 1.894 0.825 0.08
H 0.138 3.709 -1.868 0.37
H 0.894 1.981 -2.087 -0.63
H -1.830 2.404 -0.346 0.28
H -2.075 2.606 -2.204 0.18
H 0.433 -0.140 -1.688 0.33
H -3.892 1.702 0.904 0.38
H -5.615 1.563 0.159 0.59
H -4.165 2.546 -0.755 0.35
H -3.966 -1.531 0.471 0.31
H -5.158 -0.447 0.860 0.33
H -6.802 1.166 -1.620 0.14
H -5.325 2.520 -2.968 0.16
H -3.313 1.248 -3.544 0.82
H -3.089 0.457 -5.868 0.23
H -1.020 0.522 -4.769 0.52
H -0.227 -1.827 -2.880 0.20
H -1.138 -1.637 -4.511 0.30
H -3.271 -2.922 -3.552 0.15
H -1.643 -3.830 -3.333 0.61
H -1.706 -2.519 -0.650 0.09
H -3.570 -3.032 -1.058 0.16
H -2.412 -5.688 -2.154 0.16
C 1.725 -0.893 4.665 -0.63
C 0.711 0.175 5.101 0.91
C 1.306 1.346 5.875 0.05
F 1.890 0.954 7.031 -0.22
F 0.337 2.234 6.222 -0.28
F -0.294 -0.421 5.798 -0.29
F 0.128 0.670 3.964 -0.29
O 1.820 -2.050 5.501 -0.41
C 2.683 -1.918 6.629 0.71
C 1.937 -2.027 7.964 0.21
F 0.977 -1.073 8.080 -0.21
F 2.782 -1.854 9.015 -0.25
F 3.398 -0.773 6.515 -0.27
F 3.585 -2.932 6.524 -0.29
H 1.367 -1.285 3.704 0.37
H 2.709 -0.469 4.435 0.34
H 2.048 1.882 5.274 0.29
H 1.455 -3.003 8.067 0.24

No. 4
24
Properties=species:S:1:pos:R:3:mulliken_charge:R:1 method="wB97M-V/def2-TZVPD" relative_energy_kcal_mol=52.43 largest_force_ev_per_a=3.43 homo_lumo_gap_ev=9.4 total_charge=+1 homo_ev=-12.79
C -0.258 -1.071 -0.661 -0.88
C -0.679 0.431 -0.737 -0.95
C 0.397 1.442 -0.322 0.51
C 0.923 2.231 -1.260 -0.93
C 0.571 1.512 1.206 -0.26
C -0.559 2.335 1.799 -1.10
N -1.007 -1.782 0.456 -0.23
H 0.818 -1.175 -0.536 0.48
H -0.457 -1.441 -1.646 0.52
H -1.606 0.647 -0.188 0.43
H -0.900 0.642 -1.785 0.37
H 1.693 2.925 -0.975 0.29
H 0.555 2.523 -2.247 0.29
H 0.582 0.447 1.419 0.07
H 1.532 2.078 1.279 0.32
H -0.694 2.711 2.814 0.39
H -0.568 3.322 1.327 0.35
H -1.593 2.021 1.607 0.27
H -1.978 -1.487 0.437 0.36
H -0.395 -1.739 1.267 0.37
H -0.855 -2.771 0.195 0.35
H 1.403 -3.494 -1.297 0.31
H 1.065 -4.322 -0.006 0.32
O 0.723 -3.670 -0.641 -0.65

No. 5
97
Properties=species:S:1:pos:R:3:mulliken_charge:R:1 method="wB97M-V/def2-TZVPD" relative_energy_kcal_mol=0.00 largest_force_ev_per_a=2.23 homo_lumo_gap_ev=7.0 homo_ev=-6.65
Sn -0.316 -0.585 -0.572 0.49
C -5.328 1.976 -5.043 -0.30
C -4.979 3.096 -4.401 -0.37
C -5.813 3.708 -3.325 -1.03
C -6.530 2.708 -2.394 -1.31
C -5.848 1.416 -2.040 0.09
C -5.981 0.295 -2.762 -0.11
C -6.958 0.285 -3.900 -1.08
C -6.692 1.344 -5.011 -0.80
C -0.183 -2.181 0.972 -0.88
H -4.637 1.506 -5.744 0.23
H -4.125 3.708 -4.722 1.00
H -6.615 4.327 -3.758 0.37
H -5.176 4.383 -2.735 0.36
H -6.667 3.211 -1.426 0.41
H -7.524 2.510 -2.821 0.36
H -5.458 1.391 -1.020 0.68
H -5.539 -0.666 -2.489 0.44
H -7.981 0.500 -3.543 0.30
H -6.971 -0.717 -4.347 0.35
H -6.785 0.797 -5.962 0.40
H -7.492 2.105 -4.992 0.32
H 0.688 -2.818 0.769 0.32
H -1.108 -2.779 0.962 0.48
H -0.064 -1.651 1.929 -0.24
P -2.541 0.352 0.682 0.28
P -0.665 2.254 -1.245 -0.43
N -3.795 -0.896 0.543 0.79
N -2.546 0.676 2.395 0.69
N -1.057 1.728 -2.925 0.29
N 0.271 3.648 -1.759 0.75
C -3.241 1.837 -0.090 -0.38
C -2.265 2.910 -0.630 -1.26
C -3.590 -2.152 -0.051 -0.46
C -4.724 -2.921 0.143 -0.93
C -5.679 -2.117 0.841 -0.75
C -5.090 -0.882 1.074 -0.56
C -2.042 -0.207 3.368 -0.74
C -1.972 0.456 4.582 -0.76
C -2.443 1.794 4.371 -0.72
C -2.766 1.909 3.028 -0.41
C -0.628 0.555 -3.551 -0.58
C -1.389 0.355 -4.694 -1.29
C -2.172 1.530 -4.883 -0.89
C -2.024 2.302 -3.740 -0.20
C 0.055 4.600 -2.763 -0.31
C 1.171 5.426 -2.842 -0.61
C 2.115 4.965 -1.866 -1.06
C 1.548 3.886 -1.218 -0.06
H -3.951 2.306 0.611 1.39
H -3.811 1.479 -0.957 -1.26
H -2.749 3.524 -1.410 0.55
H -2.007 3.589 0.199 0.44
H -2.643 -2.352 -0.536 0.53
H -4.858 -3.947 -0.167 0.45
H -6.670 -2.426 1.136 0.46
H -5.474 -0.003 1.564 0.48
H -1.811 -1.226 3.109 0.61
H -1.612 0.042 5.512 0.45
H -2.516 2.570 5.118 0.45
H -3.146 2.746 2.468 0.40
H 0.231 0.003 -3.192 0.82
H -1.419 -0.540 -5.299 0.44
H -2.773 1.804 -5.738 0.92
H -2.539 3.196 -3.429 0.22
H -0.864 4.616 -3.323 0.37
H 1.306 6.267 -3.509 0.44
H 3.095 5.378 -1.658 0.43
H 1.910 3.250 -0.422 0.20
C 3.653 -2.424 0.217 -1.19
Si 3.041 -1.137 -1.020 0.55
C 4.498 -0.210 -1.756 -1.11
C 2.234 -2.207 -2.345 -1.12
C 1.832 0.162 -0.236 0.80
Si 2.438 0.710 1.498 0.16
C 4.142 1.463 1.298 -1.25
C 1.289 2.001 2.235 -0.51
C 2.570 -0.611 2.836 -1.13
H 4.006 -3.302 -0.349 0.44
H 2.866 -2.770 0.900 0.31
H 4.499 -2.056 0.814 0.32
H 5.133 -0.932 -2.291 0.37
H 4.163 0.542 -2.484 0.30
H 5.116 0.299 -1.006 0.28
H 1.228 -2.588 -2.104 0.17
H 2.182 -1.691 -3.315 0.28
H 2.879 -3.093 -2.488 0.50
H 1.931 1.071 -0.871 -0.41
H 4.161 2.227 0.510 0.32
H 4.433 1.950 2.241 0.39
H 4.903 0.712 1.052 0.27
H 0.270 1.630 2.409 -0.20
H 1.692 2.295 3.219 0.46
H 1.207 2.916 1.634 0.30
H 1.593 -0.966 3.190 0.25
H 3.162 -1.489 2.560 0.35
H 3.086 -0.161 3.700 0.42

No. 6
76
Properties=species:S:1:pos:R:3:mulliken_charge:R:1 method="wB97M-V/def2-TZVPD" relative_energy_kcal_mol=0.00 largest_force_ev_per_a=1.35 homo_lumo_gap_ev=9.0 total_charge=+1 homo_ev=-11.20
Ca -0.267 -0.404 0.100 3.20
O -2.530 0.079 3.416 -0.64
C -1.826 -0.543 2.650 -0.25
N -2.047 -0.853 1.328 -0.24
C -3.303 -0.922 0.769 -0.07
O -4.369 -1.058 1.322 -0.66
C -3.278 -0.902 -0.771 0.12
C -4.479 -0.934 -1.459 -0.65
C -4.454 -0.872 -2.841 -0.56
C -3.233 -0.781 -3.493 -0.85
C -2.082 -0.756 -2.731 -0.60
N -2.092 -0.813 -1.395 0.44
C -0.436 -0.993 3.136 0.74
C -0.167 -0.989 4.492 -0.70
C 1.075 -1.428 4.925 -0.44
C 2.007 -1.845 3.989 -0.97
C 1.663 -1.789 2.650 -0.32
N 0.473 -1.370 2.218 -0.08
H -5.397 -1.004 -0.891 0.61
H -5.376 -0.892 -3.409 0.45
H -3.168 -0.729 -4.571 0.48
H -1.106 -0.687 -3.201 0.43
H -0.939 -0.655 5.170 0.55
H 1.311 -1.453 5.981 0.46
H 2.983 -2.204 4.286 0.47
H 2.369 -2.101 1.886 0.48
C 2.082 1.808 -1.234 -1.40
N 2.099 0.467 -0.651 0.65
C 2.975 -0.547 -1.227 -1.24
C 2.197 -1.779 -1.623 0.06
N 1.004 -2.051 -1.159 0.28
C 0.645 -3.269 -1.760 -0.23
C -0.520 -4.021 -1.623 -0.37
C -0.603 -5.195 -2.341 -0.81
C 0.445 -5.618 -3.179 -0.43
C 1.603 -4.881 -3.319 -1.10
C 1.672 -3.701 -2.586 0.76
N 2.658 -2.721 -2.479 -0.11
C 0.686 2.262 -1.575 0.07
N -0.392 1.824 -0.976 0.73
C -1.445 2.557 -1.547 -0.06
C -2.808 2.532 -1.255 -0.33
C -3.631 3.375 -1.972 -0.87
C -3.115 4.235 -2.958 -0.51
C -1.764 4.282 -3.242 -1.16
C -0.949 3.426 -2.507 0.64
N 0.427 3.213 -2.505 -0.07
H 2.699 1.826 -2.134 0.51
H 2.516 2.533 -0.542 0.33
H 2.167 0.529 0.356 -0.41
H 3.758 -0.833 -0.520 0.39
H 3.492 -0.149 -2.102 0.41
H -1.325 -3.698 -0.974 0.40
H -1.491 -5.808 -2.258 0.44
H 0.342 -6.547 -3.725 0.40
H 2.408 -5.210 -3.962 0.42
H 3.554 -2.718 -2.935 0.22
H -3.210 1.882 -0.488 0.39
H -4.694 3.380 -1.768 0.48
H -3.793 4.884 -3.497 0.41
H -1.369 4.956 -3.990 0.44
H 1.110 3.691 -3.066 0.23
S -0.270 3.267 3.679 -0.26
C -0.346 2.311 2.262 -0.23
N 0.723 1.661 1.919 0.60
C 1.744 1.934 2.842 -0.19
C 3.042 1.415 2.810 -0.14
C 3.928 1.767 3.805 -0.98
C 3.542 2.630 4.845 -0.56
C 2.266 3.148 4.893 -0.60
C 1.374 2.789 3.879 0.47
H -1.275 2.257 1.705 0.25
H 3.357 0.732 2.030 0.41
H 4.935 1.370 3.787 0.43
H 4.252 2.890 5.618 0.41
H 1.967 3.812 5.692 0.44